DFT (ωB97M-V/def2-TZVPD) results for an isolated ion of composition C5H11INO and charge +1 at a distorted geometry.

Each line ends with the Mulliken charge.
CARTESIAN COORDINATES (ANGSTROEM)
C -2.234 1.151 -0.004  -0.89
H 0.196 1.960 -1.066  0.35
H -0.873 0.519 1.392  0.38
C 0.993 -1.271 -0.046  -0.35
H 2.763 -1.961 1.007  0.34
H -2.243 2.207 -0.081  0.38
H 1.619 -0.869 2.035  0.34
H 1.363 -1.336 -1.170  0.36
C 0.332 1.366 -0.189  -0.72
H 1.188 1.623 0.460  0.27
C 0.044 -0.088 -0.424  0.80
N -0.929 0.747 0.398  0.05
O -0.520 -0.349 -1.741  -0.73
H 2.517 -0.179 0.749  0.36
C 2.051 -1.072 1.043  -1.29
H -2.921 0.931 0.741  0.34
H 0.328 -2.141 0.252  0.35
I -1.399 -2.002 -2.314  0.35
H -2.276 0.763 -1.043  0.32

relative energy (zero: lowest compared OMol25 entry of this formula, charge and spin)	2.735	eV
strongest force on any atom	3.5	eV/Å
frontier orbital gap	8.919	eV
SMILES	CC[C@]1(OI)C[N@H+]1C
spin multiplicity	1
net charge	+1

DFT (ωB97M-V/def2-TZVPD) results for a 2-piece molecular cluster, C5H11INO2 overall at a distorted geometry.

Each line ends with the Mulliken charge.
CARTESIAN COORDINATES (ANGSTROEM)
C 1.975 1.330 -0.410  -0.08
H 1.293 -1.393 0.159  0.33
N -0.759 -1.959 0.097  0.06
C -0.043 0.396 0.415  -0.44
C -1.794 -2.639 0.106  -0.27
H -2.051 -3.023 0.975  0.39
I -3.809 0.384 -0.708  0.36
H -0.690 0.401 1.198  0.50
H 1.299 1.626 -1.229  0.32
H 3.883 1.975 0.369  0.33
H -2.278 -2.909 -0.888  0.28
H -0.639 0.447 -0.555  0.19
O 1.030 1.243 0.658  -0.30
H 2.569 0.275 -0.624  0.20
C 2.933 2.379 0.034  -1.28
H -4.754 -1.881 -0.151  0.33
H 3.033 3.113 -0.616  0.39
C 0.179 -1.149 0.262  -0.01
O -3.938 -1.482 -0.043  -0.63
H 2.560 2.866 0.952  0.32

relative energy (zero: lowest compared OMol25 entry of this formula, charge and spin)	3.447	eV
strongest force on any atom	5.6	eV/Å
frontier orbital gap	8.707	eV
spin multiplicity	1
net charge	+1